(1)
Entry from the Open Molecules 2025 dataset: CH4ClOPS as an isolated structure (ωB97M-V/def2-TZVPD).

As for the charge: 0. The HOMO energy is -0.35876 hartree. The HOMO-LUMO gap comes out at 7.64 eV. The calculation puts the molar mass at 130.536 g mol⁻¹.

Positions of all 9 atoms, in Å:
C (1.0426, -0.0131, -0.5378)
O (-1.0858, 0.0442, 1.4329)
P (-0.3598, 0.8189, 0.2459)
S (-0.5081, 2.6659, 0.0094)
Cl (-1.7229, -2.1445, -0.1682)
H (1.7807, -0.1499, 0.1803)
H (0.5744, -0.9531, -0.9240)
H (1.5274, 0.7253, -1.1718)
H (-1.2484, -0.9936, 0.9333)

---

(2)
Entry from the Open Molecules 2025 dataset: CH4ClPS as an isolated structure (ωB97M-V/def2-TZVPD).

As for the charge: 0. The HOMO energy is -0.33271 hartree. The HOMO-LUMO gap comes out at 7.18 eV. The calculation puts the molar mass at 114.537 g mol⁻¹.

Positions of all 8 atoms, in Å:
C (-0.0321, -1.1507, 0.0520)
P (-0.0652, 0.7139, 0.2559)
S (1.5196, 1.6673, 0.5609)
Cl (-0.3304, 2.4176, -1.7591)
H (-0.3027, -1.2680, -0.9794)
H (-0.5736, -1.7105, 0.7823)
H (1.0039, -1.4373, 0.0978)
H (-1.2195, 0.7677, 0.9896)

---

(3)
Entry from the Open Molecules 2025 dataset: a 2-piece molecular cluster, CH4F2N2 overall (ωB97M-V/def2-TZVPD).

As for the charge: 0. The HOMO energy is -0.39354 hartree. The HOMO-LUMO gap comes out at 11.10 eV. As for the SMILES: [H]/N=C(\N)F.F. The calculation puts the molar mass at 82.053 g mol⁻¹.

Positions of all 9 atoms, in Å:
H (-0.2419, -0.7393, -1.2580)
N (-0.1858, -1.0701, -0.3052)
C (0.1150, -0.2155, 0.5663)
N (0.3408, 1.1114, 0.5256)
F (0.2031, -0.6633, 1.8262)
H (0.4615, 1.5935, -0.3475)
H (0.6515, 1.5592, 1.3709)
F (-0.8237, -3.6551, 0.1632)
H (-0.5852, -2.7365, 0.0133)

---

(4)
Entry from the Open Molecules 2025 dataset: CH4F2N2 as an isolated structure (ωB97M-V/def2-TZVPD).

As for the charge: 0. The HOMO energy is -0.39765 hartree. The HOMO-LUMO gap comes out at 11.75 eV. The calculation puts the molar mass at 82.053 g mol⁻¹.

Positions of all 9 atoms, in Å:
C (0.1533, 0.1546, -0.0503)
N (-0.4054, -0.1242, -1.2432)
N (-0.4763, 0.5270, 1.0666)
F (1.1691, 0.9572, -0.2861)
F (0.9825, -1.3447, 0.4205)
H (-1.2025, -0.6571, -1.3984)
H (0.4480, -0.3599, -1.7140)
H (0.0299, 1.1732, 1.6363)
H (-0.6987, -0.3261, 1.5688)

---

(5)
Entry from the Open Molecules 2025 dataset: a 2-piece molecular cluster, CH4FN2 overall (ωB97M-V/def2-TZVPD).

As for the charge: +1. The HOMO energy (alpha / beta) is -0.52678 / -0.53796 hartree. The HOMO-LUMO gap (alpha / beta) comes out at 8.27 / 6.45 eV. The calculation puts the molar mass at 63.055 g mol⁻¹.

Positions of all 8 atoms, in Å:
C (0.9235, -0.0883, 0.0686)
N (2.0892, 0.3966, 0.0410)
N (-2.6843, -0.4117, 0.0679)
F (0.4970, -1.2827, 0.0472)
H (2.3106, 1.3473, 0.2653)
H (2.9511, 0.0179, -0.1951)
H (-3.5848, -0.1933, 0.4510)
H (-2.5024, 0.2142, -0.7459)

---

(6)
Entry from the Open Molecules 2025 dataset: an isolated ion of composition CH4FN2 and charge +1 (ωB97M-V/def2-TZVPD).

As for the charge: +1. The HOMO energy is -0.61739 hartree. The HOMO-LUMO gap comes out at 12.63 eV. As for the SMILES: NC(=[NH2+])F. The calculation puts the molar mass at 63.055 g mol⁻¹.

Positions of all 8 atoms, in Å:
N (-1.1882, 0.3346, 0.1571)
C (0.1847, 0.0973, 0.4335)
N (0.9850, -0.4994, -0.4428)
F (0.6897, 0.3892, 1.5326)
H (-1.4231, 0.0042, -0.7932)
H (-1.7431, 1.0422, 0.7229)
H (0.5859, -0.6977, -1.4468)
H (1.9091, -0.6704, -0.1633)

---

Q: What is the formula in the fifth record?
A: CH4FN2

---

Q: molar mass of number 5 (CH4FN2)?
A: 63.055 g mol⁻¹

---

Repeat the third record exactly.
Entry from the Open Molecules 2025 dataset: a 2-piece molecular cluster, CH4F2N2 overall (ωB97M-V/def2-TZVPD).

As for the charge: 0. The HOMO energy is -0.39354 hartree. The HOMO-LUMO gap comes out at 11.10 eV. As for the SMILES: [H]/N=C(\N)F.F. The calculation puts the molar mass at 82.053 g mol⁻¹.

Positions of all 9 atoms, in Å:
H (-0.2419, -0.7393, -1.2580)
N (-0.1858, -1.0701, -0.3052)
C (0.1150, -0.2155, 0.5663)
N (0.3408, 1.1114, 0.5256)
F (0.2031, -0.6633, 1.8262)
H (0.4615, 1.5935, -0.3475)
H (0.6515, 1.5592, 1.3709)
F (-0.8237, -3.6551, 0.1632)
H (-0.5852, -2.7365, 0.0133)